# 1
{"formula": "C5H19NO3S", "method": "ωB97M-V/def2-TZVPD", "de_lowest_ev": 0.508, "spin_multiplicity": 1, "max_force_ev_per_a": 1.92, "e_lumo_ev": 0.017, "total_charge": 0, "orbital_gap_ev": 8.52, "homo_energy_ev": -8.50, "e_tot_ev": -23960.1879, "symbols": ["C", "S", "C", "C", "C", "C", "N", "H", "H", "H", "H", "H", "H", "H", "H", "H", "H", "H", "H", "H", "O", "H", "H", "O", "H", "H", "O", "H", "H"], "coordinates": [[1.030453, 2.005615, -0.723644], [-0.277001, 1.764134, -1.990746], [-0.761949, 0.025841, -1.872213], [-1.017093, -0.531234, -0.479771], [0.086820, -0.885043, 0.511023], [-0.502387, -1.809461, 1.562728], [1.211708, -1.628333, -0.135433], [1.613864, 1.095247, -0.793034], [1.623319, 2.898403, -0.884866], [0.565686, 2.117654, 0.242020], [-0.118409, -0.597334, -2.499325], [-1.741711, 0.003209, -2.349782], [-1.831164, -0.000987, 0.017384], [-1.616669, -1.436849, -0.647437], [0.390651, 0.078876, 0.935072], [-0.665453, -2.783191, 1.096278], [0.110162, -2.085396, 2.421135], [-1.480769, -1.496910, 1.925546], [2.000307, -1.535351, 0.494633], [1.368752, -1.132922, -1.007458], [-1.543675, 0.827647, 3.209175], [-1.541980, 1.577402, 3.814142], [-1.051464, 1.158087, 2.449325], [-0.461888, -3.586898, -1.303019], [0.441497, -3.547129, -0.979980], [-0.609249, -2.963507, -2.016152], [2.093541, 1.997060, 1.974914], [2.160515, 2.955106, 2.118682], [1.281655, 1.940960, 2.505918]], "forces_ev_per_angstrom": [[-0.9636, -0.7326, -0.5428], [0.0602, 0.9457, -0.2659], [0.0769, 0.2119, 0.4950], [-1.3155, -1.3787, -0.2204], [-0.1504, -0.3598, 0.0525], [-0.5099, -0.9169, 0.1434], [-0.8237, 1.0808, 0.2841], [0.5225, 0.2171, 0.4615], [0.0321, -0.0266, -0.5217], [0.0029, -0.1947, 0.1317], [0.1723, -0.0415, 0.2275], [0.0692, 0.1833, -0.2303], [0.4671, 0.8995, 0.2067], [0.5438, -0.4079, -0.1833], [0.4879, -0.2623, 0.2311], [-0.1369, 0.1211, -0.3272], [0.3418, 0.6790, 0.0679], [0.1036, 0.3124, 0.1287], [0.3112, 0.0467, -0.4071], [0.7691, -0.1535, 0.0827], [0.2307, 0.3071, 0.0143], [-0.1534, -0.0765, 0.1086], [-0.1247, -0.1858, -0.1520], [-0.8821, -1.0244, -0.0730], [0.1142, 0.7096, -0.1886], [0.5274, 0.0624, 0.0646], [-0.8109, 1.0679, 1.0559], [0.9282, -0.0087, -0.5601], [0.1101, -1.0744, -0.0837]]}

---

# 2
{"formula": "C24H18BF3O", "method": "ωB97M-V/def2-TZVPD", "de_lowest_ev": 2.674, "spin_multiplicity": 1, "max_force_ev_per_a": 4.59, "e_lumo_ev": 0.025, "total_charge": 0, "orbital_gap_ev": 7.85, "homo_energy_ev": -7.83, "e_tot_ev": -36055.7543, "symbols": ["C", "C", "C", "C", "C", "B", "F", "F", "F", "O", "H", "H", "H", "H", "H", "C", "C", "C", "C", "C", "C", "C", "C", "C", "C", "C", "C", "C", "C", "C", "C", "C", "C", "C", "H", "H", "H", "H", "H", "H", "H", "H", "H", "H", "H", "H", "H"], "coordinates": [[-3.539244, 0.335478, 2.531945], [-2.436283, -0.525723, 2.599686], [-2.255229, -1.856701, 2.695185], [-0.837634, -2.076743, 2.842953], [-0.393563, -0.792954, 3.100505], [1.466412, 1.468624, 1.672465], [0.872042, 0.356161, 1.167749], [0.609659, 2.469143, 2.039704], [0.689209, -0.225221, 3.582948], [-1.264567, 0.127646, 2.752523], [-4.470977, -0.188301, 2.487105], [-3.539195, 1.034547, 3.330642], [-3.406175, 0.959313, 1.691455], [-3.067460, -2.620949, 2.733554], [-0.216795, -3.000814, 2.867955], [2.741030, 0.662236, 2.423682], [3.287417, 1.399886, 1.101579], [2.981209, 0.848639, -0.177072], [3.119932, 1.598382, -1.319994], [3.587364, 2.905406, -1.319570], [3.958983, 3.413680, -0.081990], [3.879890, 2.687964, 1.094316], [3.147076, 1.317353, 3.680208], [4.045794, 0.531859, 4.458037], [4.503424, 1.042103, 5.687776], [4.153523, 2.332336, 6.118354], [3.323558, 3.097683, 5.307069], [2.856053, 2.602956, 4.095438], [4.329126, -0.688411, 3.730434], [3.542986, -0.698794, 2.523600], [4.050578, -1.561112, 1.557161], [5.036659, -2.531860, 1.868712], [5.649754, -2.613393, 3.134919], [5.275231, -1.664612, 4.072223], [2.433810, -0.086319, -0.245749], [2.811626, 1.177423, -2.258789], [3.682009, 3.487272, -2.224420], [4.297530, 4.432230, -0.009327], [4.147181, 3.146607, 2.049991], [5.153292, 0.418032, 6.293386], [4.547221, 2.761551, 7.039139], [2.993153, 4.074872, 5.607122], [2.151216, 3.217838, 3.545172], [3.608919, -1.592441, 0.569874], [5.319572, -3.279475, 1.110971], [6.416152, -3.371664, 3.336764], [5.720594, -1.670326, 5.051358]], "forces_ev_per_angstrom": [[-1.7723, 1.0020, -0.3085], [0.7875, -1.9047, 0.3197], [-0.8010, -1.0645, -0.6132], [1.5002, 0.6284, 1.4635], [0.5838, -1.4591, -1.0198], [-1.0782, -3.7829, 2.3613], [-1.6876, 0.7095, -1.8764], [1.9114, -0.6074, -0.9043], [0.2784, -0.9190, 0.2856], [-0.3463, 0.4295, 1.1031], [-0.5570, -0.2099, -0.1082], [-0.1823, 0.4790, 1.1620], [-0.2996, 0.7505, -1.4049], [0.9544, 0.8265, -0.3324], [-0.8841, 0.9748, 0.2753], [2.7830, 2.0977, -1.1807], [0.3234, 0.3878, -0.0300], [-0.5653, 0.2528, 0.8145], [0.2056, 0.3013, -0.9599], [0.1574, -0.6036, 0.9789], [0.3504, 0.5199, 0.0455], [-0.7716, -0.3553, 0.3709], [1.5945, 0.2401, 0.5940], [-1.0843, 1.4125, 0.5966], [0.0669, -0.1565, -0.2732], [0.1089, -0.4815, -0.4915], [0.0952, -0.3361, -0.1250], [-0.8732, 0.1960, 0.4067], [-0.8448, -0.3084, -0.0549], [1.2211, 0.7522, 0.4311], [-0.4632, -1.2297, 0.0901], [-0.0326, -0.0509, 0.0057], [-0.5997, 0.1810, -0.8743], [-0.3584, 0.1854, -0.4746], [0.4165, 0.1114, 0.0146], [-0.0856, -0.2887, -0.2499], [-0.1251, 0.0117, 0.0048], [0.2446, 0.2391, -0.0397], [-0.0077, -0.1210, -0.4080], [0.0222, 0.1360, 0.0395], [-0.1305, -0.3285, -0.1334], [0.1017, 0.3144, 0.1611], [0.1646, -0.0283, -0.0559], [0.1148, -0.0667, -0.0430], [-0.1817, 0.5878, 0.2660], [-0.4457, 0.3404, -0.0345], [0.1916, 0.2348, 0.2054]]}